[1]
# C21H13Cl3IrN2O5S5

A structure of composition C21H13Cl3IrN2O5S5 in a non-equilibrium geometry (ωB97M-V with the def2-TZVPD basis set, the Open Molecules 2025 dataset).

Last column: Löwdin charge in e.
Cartesian coordinates (Å):
1 Ir 0.436 -0.294 -0.385  0.772
2 C -1.002 -2.272 -4.661  -0.049
3 C 0.089 -1.653 -3.827  -0.302
4 C 1.237 -2.392 -3.474  -0.044
5 C 2.202 -1.882 -2.642  -0.063
6 C 2.055 -0.572 -2.154  -0.346
7 C 0.962 0.225 -2.553  -0.223
8 C -0.032 -0.360 -3.370  -0.079
9 S 3.310 0.160 -1.098  0.583
10 O 4.421 -0.746 -0.947  -0.305
11 O 3.607 1.485 -1.573  -0.294
12 N 2.342 0.166 0.166  -0.276
13 C 2.577 0.421 1.482  -0.252
14 C 3.748 0.849 2.073  -0.008
15 C 3.798 1.047 3.463  -0.082
16 C 2.714 0.816 4.267  -0.058
17 C 1.504 0.359 3.695  -0.158
18 C 0.342 0.074 4.450  -0.013
19 C -0.773 -0.387 3.820  -0.052
20 C -0.758 -0.558 2.424  -0.137
21 N 0.293 -0.286 1.682  -0.046
22 C 1.437 0.170 2.305  -0.136
23 H -0.743 -3.288 -4.958  0.071
24 H -1.189 -1.691 -5.565  0.080
25 H -1.938 -2.313 -4.100  0.079
26 H 1.342 -3.405 -3.848  0.110
27 H 3.070 -2.456 -2.349  0.111
28 H 0.972 1.299 -2.400  0.105
29 H -0.905 0.235 -3.610  0.123
30 H 4.617 1.039 1.457  0.112
31 H 4.723 1.399 3.902  0.102
32 H 2.764 0.977 5.337  0.103
33 H 0.357 0.228 5.522  0.117
34 H -1.685 -0.608 4.357  0.112
35 H -1.637 -0.927 1.915  0.077
36 O -6.534 -1.047 -0.481  -0.052
37 C -5.378 -0.746 -0.568  -1.026
38 S -4.094 -1.812 0.114  0.955
39 C -2.738 -0.870 -0.414  -0.982
40 C -2.956 0.651 -0.604  -0.878
41 S -0.796 2.650 -0.319  0.506
42 S -4.747 0.709 -1.309  1.028
43 S -1.300 -1.577 -0.745  0.721
44 Cl 0.320 4.236 0.570  0.016
45 C -2.177 2.643 0.849  -1.387
46 Cl -1.663 2.832 2.533  0.617
47 Cl -3.385 3.929 0.464  0.600
48 C -3.023 1.328 0.780  -0.540
49 O -3.657 0.944 1.716  0.064
50 O -2.127 1.272 -1.391  -0.372

Its total charge is -1. The total energy is -4769.697193 Ha. Its relative energy (zero: lowest compared OMol25 entry of this formula, charge and spin) is 50.8 kcal/mol. The calculation puts the HOMO energy at -4.60 eV. As for the multiplicity: 1. The HOMO-LUMO gap is 0.231 hartree.



[2]
# C21H13F4MoO3

A structure of composition C21H13F4MoO3 in a non-equilibrium geometry (ωB97M-V with the def2-TZVPD basis set, the Open Molecules 2025 dataset).

Last column: Löwdin charge in e.
Cartesian coordinates (Å):
1 O -6.234 5.443 11.622  0.233
2 C -6.463 4.566 10.918  0.054
3 Mo -7.017 2.749 9.439  1.171
4 C -5.322 3.330 8.335  -0.067
5 O -4.396 3.666 7.710  0.214
6 C -6.044 1.516 10.882  -0.061
7 O -5.510 0.836 11.657  0.238
8 H -5.937 1.506 8.861  0.091
9 C -8.610 1.336 8.876  -0.132
10 C -9.089 2.173 9.941  -0.119
11 C -9.059 3.534 9.481  -0.138
12 C -8.601 3.536 8.120  -0.117
13 C -8.309 2.177 7.749  -0.133
14 H -8.557 0.251 8.888  0.152
15 H -9.451 1.838 10.908  0.158
16 H -9.376 4.405 10.044  0.158
17 H -8.538 4.403 7.471  0.160
18 H -7.999 1.838 6.765  0.142
19 F -6.658 0.814 3.465  0.082
20 C -6.441 -0.142 4.435  -0.195
21 C -7.294 -1.241 4.468  0.158
22 C -7.055 -2.160 5.490  -0.186
23 F -7.879 -3.262 5.574  0.094
24 C -6.039 -2.009 6.412  0.091
25 C -5.150 -0.881 6.364  -0.172
26 C -4.129 -0.811 7.350  0.125
27 C -3.050 0.097 7.512  -0.174
28 C -2.134 -0.138 8.591  0.094
29 C -1.075 0.719 8.829  -0.183
30 F -0.230 0.462 9.887  0.096
31 C -0.822 1.840 8.042  0.163
32 C -1.714 2.067 7.002  -0.201
33 F -1.526 3.182 6.219  0.089
34 C -2.799 1.248 6.704  0.060
35 C -5.389 0.068 5.321  0.075
36 H -8.086 -1.381 3.742  0.166
37 H -5.882 -2.745 7.200  0.147
38 H -4.165 -1.613 8.098  0.144
39 H -2.301 -1.013 9.216  0.147
40 H 0.020 2.500 8.235  0.169
41 H -3.436 1.488 5.863  0.103
42 H -4.777 0.956 5.218  0.104

Its total charge is +3. The total energy is -1500.177518 Ha. Its relative energy (zero: lowest compared OMol25 entry of this formula, charge and spin) is 0.0 kcal/mol. The calculation puts the HOMO energy at -18.49 eV. As for the multiplicity: 1. The HOMO-LUMO gap is 0.141 hartree.



[3]
# C21H14BrIrN3O4S

A structure of composition C21H14BrIrN3O4S (ωB97M-V with the def2-TZVPD basis set, the Open Molecules 2025 dataset).

Last column: Löwdin charge in e.
Cartesian coordinates (Å):
1 Ir 0.162 -0.539 2.447  1.545
2 O 3.368 -5.234 -2.677  0.145
3 C 2.303 -4.549 -3.122  -0.471
4 O 1.909 -4.699 -4.241  0.145
5 C 1.622 -3.592 -2.175  -0.103
6 C 2.006 -3.372 -0.858  0.005
7 C 1.313 -2.467 -0.070  -0.021
8 C 0.233 -1.772 -0.592  -0.253
9 C -0.162 -1.990 -1.911  0.010
10 C 0.530 -2.894 -2.690  0.020
11 N -0.413 -0.834 0.265  -0.002
12 C -1.339 -0.053 -0.135  -0.038
13 C -1.910 0.951 0.765  -0.249
14 C -2.813 1.892 0.312  0.013
15 C -3.266 2.860 1.203  -0.007
16 C -2.802 2.847 2.504  0.003
17 C -1.891 1.869 2.886  -0.084
18 N -1.469 0.943 2.036  -0.023
19 H 3.587 -5.023 -1.763  0.094
20 H 2.844 -3.890 -0.408  0.119
21 H 1.623 -2.300 0.955  0.084
22 H -1.004 -1.473 -2.348  0.111
23 H 0.240 -3.081 -3.714  0.133
24 H -1.712 -0.071 -1.155  0.136
25 H -3.139 1.880 -0.719  0.131
26 H -3.963 3.618 0.874  0.128
27 H -3.120 3.587 3.223  0.127
28 H -1.471 1.841 3.884  0.132
29 Br -1.133 4.897 -1.746  0.782
30 C 0.067 3.538 -1.215  -0.679
31 C 0.647 2.719 -2.176  -0.103
32 C 1.505 1.703 -1.775  -0.054
33 C 1.747 1.487 -0.429  -0.033
34 C 1.159 2.311 0.523  -0.156
35 C 0.336 3.363 0.131  -0.070
36 C 1.271 2.047 1.988  -0.557
37 O 1.008 2.851 2.836  0.128
38 O 1.583 0.759 2.297  -0.279
39 H 0.438 2.884 -3.224  0.109
40 H 1.977 1.076 -2.520  0.117
41 H 2.402 0.684 -0.115  0.120
42 H -0.107 4.003 0.882  0.120
43 S -2.099 -3.963 4.610  0.845
44 C -1.330 -2.840 3.870  -0.887
45 N -0.738 -1.972 3.285  -0.234

Its total charge is +1. The total energy is -4350.132086 Ha. Its relative energy (zero: lowest compared OMol25 entry of this formula, charge and spin) is 10.2 kcal/mol. The expectation value of S² is 6.038. The calculation puts the HOMO energy (alpha / beta) at -12.12 / -12.21 eV. As for the multiplicity: 5. The HOMO-LUMO gap (alpha / beta) is 0.269 / 0.222 hartree.



- The highest relative energy (zero: lowest compared OMol25 entry of this formula, charge and spin) belongs to which entry?
  C21H13Cl3IrN2O5S5



- Which value of relative energy (zero: lowest compared OMol25 entry of this formula, charge and spin) does entry 3 give?
  10.2 kcal/mol



- Which of these has the highest relative energy (zero: lowest compared OMol25 entry of this formula, charge and spin)?
  C21H13Cl3IrN2O5S5



- The highest total energy belongs to which entry?
  C21H13F4MoO3